Run 1
{
  "formula": "H12O6",
  "method": "ωB97M-V/def2-TZVPD",
  "symbols": ["O", "O", "O", "O", "O", "O", "H", "H", "H", "H", "H", "H", "H", "H", "H", "H", "H", "H"],
  "xyz": [[8.42, 6.14, 5.93], [4.33, 4.12, 6.61], [4.88, 4.94, 4.12], [7.36, 3.47, 5.57], [7.44, 5.82, 3.29], [6.69, 5.70, 7.97], [4.65, 4.64, 5.79], [7.86, 5.40, 2.54], [7.74, 3.30, 4.72], [5.64, 5.57, 3.91], [8.19, 6.37, 3.66], [6.13, 4.95, 7.96], [6.48, 3.61, 5.31], [7.93, 5.30, 5.81], [3.98, 4.86, 7.10], [4.15, 5.47, 3.72], [7.31, 5.44, 8.71], [7.81, 6.67, 6.44]],
  "smiles": "O.O.O.O.O.O"
}

Run 2
{
  "formula": "H12O6",
  "method": "ωB97M-V/def2-TZVPD",
  "symbols": ["O", "O", "O", "O", "O", "O", "H", "H", "H", "H", "H", "H", "H", "H", "H", "H", "H", "H"],
  "xyz": [[9.56, -20.77, 4.54], [9.48, -17.76, 8.87], [5.08, -18.20, 7.12], [13.43, -24.58, 4.52], [13.01, -20.77, 0.34], [6.52, -18.50, 1.08], [14.38, -24.71, 4.59], [4.52, -18.22, 6.34], [12.22, -20.32, 0.05], [10.00, -18.35, 8.33], [6.80, -17.63, 1.38], [10.23, -21.37, 4.22], [9.22, -20.35, 3.75], [12.77, -21.70, 0.34], [5.20, -19.12, 7.35], [8.81, -17.42, 8.27], [13.11, -25.36, 4.07], [5.72, -18.68, 1.56]],
  "smiles": "O.O.O.O.O.O"
}

Run 3
{
  "formula": "H12O6",
  "method": "ωB97M-V/def2-TZVPD",
  "symbols": ["O", "O", "O", "O", "O", "O", "H", "H", "H", "H", "H", "H", "H", "H", "H", "H", "H", "H"],
  "xyz": [[0.47, -1.30, 1.92], [-3.23, -0.75, -0.58], [1.24, -2.25, -1.26], [0.53, 1.38, 2.47], [-0.24, 0.01, -0.86], [1.03, 2.08, -2.38], [0.13, -0.36, -0.05], [-2.68, -0.41, 0.13], [0.28, 1.12, 3.36], [0.65, -0.33, 1.82], [0.91, 2.81, -1.76], [-3.11, -1.71, -0.54], [-0.44, -1.35, 2.22], [0.53, -1.79, -1.72], [0.44, 0.62, -1.20], [0.17, 1.97, -2.80], [2.01, -1.69, -1.37], [1.31, 1.95, 2.59]],
  "smiles": "O.O.O.O.O.O"
}

Which of them is the most stable? Correct choice: run 1.

Run 1
{
  "formula": "H12O6",
  "method": "ωB97M-V/def2-TZVPD",
  "symbols": ["O", "O", "O", "O", "O", "O", "H", "H", "H", "H", "H", "H", "H", "H", "H", "H", "H", "H"],
  "xyz": [[-19.30, -12.14, -16.52], [-14.21, -12.04, -13.92], [-15.97, -14.51, -13.05], [-17.74, -12.15, -14.15], [-21.29, -11.15, -12.93], [-18.09, -13.20, -11.49], [-18.86, -12.08, -15.66], [-18.17, -12.25, -13.29], [-16.83, -14.08, -12.99], [-14.13, -11.60, -14.77], [-20.35, -11.16, -13.14], [-21.33, -10.97, -11.99], [-13.99, -11.35, -13.27], [-16.83, -11.88, -13.94], [-17.91, -13.08, -10.55], [-18.69, -13.95, -11.53], [-19.75, -11.30, -16.63], [-16.13, -15.44, -12.88]],
  "smiles": "O.O.O.O.O.O"
}

Run 2
{
  "formula": "H12O6",
  "method": "ωB97M-V/def2-TZVPD",
  "symbols": ["O", "O", "O", "O", "O", "O", "H", "H", "H", "H", "H", "H", "H", "H", "H", "H", "H", "H"],
  "xyz": [[1.59, 0.06, 1.29], [-0.68, 2.16, 0.10], [-0.09, -0.42, -1.42], [1.61, 2.91, 1.21], [0.25, -3.08, 0.30], [-2.07, -2.51, -1.59], [-1.39, -1.84, -1.58], [0.84, 2.75, 0.66], [0.20, -2.13, 0.18], [1.34, 3.24, 2.02], [0.65, -0.09, 1.47], [0.08, 0.40, -0.97], [-1.25, 2.65, -0.47], [-1.59, -3.26, -1.89], [-1.26, 2.04, 0.86], [1.73, 1.00, 1.29], [-0.68, -3.31, 0.45], [0.72, -0.58, -1.91]],
  "smiles": "O.O.O.O.O.O"
}

Which of them is the most stable? Correct choice: run 2.

Run 1
{
  "formula": "C2HBr2FO",
  "method": "ωB97M-V/def2-TZVPD",
  "symbols": ["Br", "Br", "F", "O", "C", "C", "H"],
  "xyz": [[-1.12, -0.39, 1.67], [1.83, -1.01, 0.82], [-0.66, 1.14, -1.24], [-0.53, -1.04, -1.44], [0.38, 0.12, 0.45], [-0.24, -0.05, -0.85], [0.33, 1.23, 0.58]]
}

Run 2
{
  "formula": "C2HBr2FO",
  "method": "ωB97M-V/def2-TZVPD",
  "symbols": ["Br", "Br", "F", "O", "C", "C", "H"],
  "xyz": [[2.31, -1.81, -0.29], [2.29, 1.64, -0.11], [2.25, -0.21, 1.87], [-0.37, -0.54, 1.52], [0.19, -0.07, 0.58], [1.80, -0.15, 0.61], [-0.31, 0.72, -0.17]],
  "smiles": "O=CC(F)(Br)Br"
}

Which of them is the most stable? Correct choice: run 1.

Run 1
{
  "formula": "C7H10",
  "method": "ωB97M-V/def2-TZVPD",
  "symbols": ["C", "C", "C", "C", "C", "C", "C", "H", "H", "H", "H", "H", "H", "H", "H", "H", "H"],
  "xyz": [[-0.84, 0.14, 1.29], [-2.09, 0.09, 1.73], [1.79, -0.80, -0.85], [1.14, 1.60, -0.55], [0.87, 0.15, -0.49], [-1.02, -1.40, -0.73], [-0.44, -0.37, -0.05], [-1.80, -2.13, -0.57], [-0.06, 0.62, 1.87], [-2.89, -0.43, 1.23], [-2.31, 0.47, 2.72], [1.24, 1.83, -1.61], [2.10, 1.87, -0.09], [1.59, -1.62, -1.53], [2.83, -0.68, -0.58], [0.40, 2.31, -0.16], [-0.50, -1.66, -1.65]],
  "spin_multiplicity": 2,
  "charge": 1
}

Run 2
{
  "formula": "C7H10",
  "method": "ωB97M-V/def2-TZVPD",
  "symbols": ["C", "C", "C", "C", "C", "C", "C", "H", "H", "H", "H", "H", "H", "H", "H", "H", "H"],
  "xyz": [[-0.59, 0.92, 0.96], [0.29, -2.28, -2.14], [-0.16, -0.17, 0.08], [1.19, -1.61, -1.41], [0.20, 2.03, 1.25], [-1.78, 0.81, 1.50], [0.93, -0.37, -0.71], [-2.25, 1.42, 2.21], [-0.02, 2.66, 2.13], [1.23, 1.75, 1.49], [2.20, -1.98, -1.37], [0.52, -3.15, -2.69], [-0.76, -1.00, 0.07], [1.73, 0.37, -0.88], [0.23, 2.77, 0.43], [-2.26, -0.14, 1.47], [-0.71, -2.03, -2.38]],
  "spin_multiplicity": 2,
  "charge": 1
}

Run 3
{
  "formula": "C7H10",
  "method": "ωB97M-V/def2-TZVPD",
  "symbols": ["C", "C", "C", "C", "C", "C", "C", "H", "H", "H", "H", "H", "H", "H", "H", "H", "H"],
  "xyz": [[-0.88, -0.93, -0.93], [-0.14, -1.18, 1.40], [1.57, 1.36, 0.45], [-0.80, 1.95, -0.09], [-0.62, -2.18, -1.32], [0.13, 1.03, 0.22], [-0.28, -0.38, 0.27], [1.85, 1.25, 1.50], [0.20, -0.82, 2.35], [-0.98, -2.51, -2.28], [-0.41, -2.23, 1.28], [1.83, 2.37, 0.11], [-1.81, 1.71, -0.38], [-1.45, -0.25, -1.56], [0.06, -2.88, -0.82], [2.22, 0.70, -0.13], [-0.50, 2.98, -0.07]],
  "spin_multiplicity": 2,
  "charge": 1
}

Which of them is the most stable? Correct choice: run 3.

Run 1
{
  "formula": "C4H5NO2S",
  "method": "ωB97M-V/def2-TZVPD",
  "symbols": ["S", "O", "O", "N", "C", "C", "C", "C", "H", "H", "H", "H", "H"],
  "xyz": [[0.86, 0.69, 0.10], [-2.67, -0.41, 0.76], [1.36, 2.04, 0.18], [-0.60, 0.54, 0.96], [-1.33, 0.07, -1.18], [-1.66, 0.01, 0.27], [1.84, -1.29, 1.21], [-0.09, 0.46, -1.44], [-0.58, 0.44, 1.96], [1.67, -1.94, 0.33], [2.89, -0.99, 1.15], [-2.09, -0.18, -1.90], [0.40, 0.57, -2.39]]
}

Run 2
{
  "formula": "C4H5NO2S",
  "method": "ωB97M-V/def2-TZVPD",
  "symbols": ["S", "O", "O", "N", "C", "C", "C", "C", "H", "H", "H", "H", "H"],
  "xyz": [[-3.54, -0.40, -0.24], [-1.49, 1.31, 0.16], [3.06, -0.68, -0.20], [1.05, 0.43, -0.09], [-0.90, -0.98, 0.19], [-1.96, 0.03, 0.01], [2.45, 0.39, -0.16], [0.42, -0.84, 0.09], [0.47, 1.25, -0.15], [-2.32, 1.87, -0.11], [1.08, -1.67, 0.08], [-1.28, -2.04, 0.54], [2.96, 1.33, -0.13]],
  "smiles": "O=CN/C=C\\C(O)=S"
}

Run 3
{
  "formula": "C4H5NO2S",
  "method": "ωB97M-V/def2-TZVPD",
  "symbols": ["S", "O", "O", "N", "C", "C", "C", "C", "H", "H", "H", "H", "H"],
  "xyz": [[-3.71, -0.66, -0.03], [1.68, -1.23, 0.03], [3.35, 0.69, -0.12], [-1.41, 0.69, 0.18], [-0.58, -0.50, 0.05], [-2.76, 0.68, -0.25], [0.71, -0.33, 0.22], [2.98, -0.51, -0.14], [-0.71, 1.48, 0.50], [3.65, -1.33, -0.05], [-1.19, -1.45, -0.38], [1.07, 0.64, 0.23], [-3.07, 1.83, -0.25]],
  "smiles": "O=CO/C=C/NC=S"
}

Run 4
{
  "formula": "C4H5NO2S",
  "method": "ωB97M-V/def2-TZVPD",
  "symbols": ["S", "O", "O", "N", "C", "C", "C", "C", "H", "H", "H", "H", "H"],
  "xyz": [[1.65, 0.09, 1.79], [-1.41, 0.97, -1.80], [-0.03, 2.69, -1.09], [1.05, 1.10, 0.75], [-0.28, 1.49, -1.07], [0.39, 0.51, -0.24], [0.43, -1.36, 1.33], [0.11, -0.95, -0.13], [0.70, -2.55, 1.44], [0.77, -1.42, -0.85], [-0.33, -1.03, 2.22], [-0.93, -1.16, -0.20], [-2.12, 1.61, -2.16]]
}

Which of them is the most stable? Correct choice: run 2.

Run 1
{
  "formula": "C4H5NO2S",
  "method": "ωB97M-V/def2-TZVPD",
  "symbols": ["S", "O", "O", "N", "C", "C", "C", "C", "H", "H", "H", "H", "H"],
  "xyz": [[0.70, 0.76, -0.22], [0.95, 2.00, -0.84], [-2.90, 0.13, 0.54], [-0.75, 0.97, 0.61], [0.02, -0.66, -0.98], [-1.21, -1.00, -0.52], [-1.73, 0.07, 0.33], [2.24, -0.07, 0.38], [0.63, -1.29, -1.49], [2.80, 0.32, 1.20], [-0.99, 1.82, 1.13], [-1.69, -1.91, -0.57], [1.93, -1.14, 0.43]],
  "smiles": "C=[S@@]1(=O)C=CC(=O)N1"
}

Run 2
{
  "formula": "C4H5NO2S",
  "method": "ωB97M-V/def2-TZVPD",
  "symbols": ["S", "O", "O", "N", "C", "C", "C", "C", "H", "H", "H", "H", "H"],
  "xyz": [[2.21, -1.00, 0.73], [-1.09, 0.01, 1.88], [-0.50, -1.91, -0.86], [-1.24, -1.41, 0.19], [-0.09, 1.89, -0.34], [0.17, 0.61, -0.08], [-0.81, -0.23, 0.74], [1.62, 0.23, -0.14], [2.25, 1.01, -0.52], [-1.11, -1.84, -1.67], [-1.06, 2.41, -0.02], [0.75, 2.46, -0.84], [-1.10, -2.21, 0.93]],
  "smiles": "C=C(C=S)C(=O)NO"
}

Which of them is the most stable? Correct choice: run 2.

Run 1
{
  "formula": "C5H8N",
  "method": "ωB97M-V/def2-TZVPD",
  "symbols": ["N", "C", "C", "C", "C", "C", "H", "H", "H", "H", "H", "H", "H", "H"],
  "xyz": [[-0.01, -0.63, 0.25], [-0.67, -1.86, -0.15], [-0.06, 0.27, 1.36], [-0.01, 0.52, 2.60], [0.50, 1.66, -0.69], [-0.39, 0.68, -0.09], [-0.11, -2.66, 0.13], [-0.83, -1.83, -1.31], [0.60, 1.46, -1.77], [0.40, 2.73, -0.26], [-1.50, -1.87, 0.50], [-1.42, 0.71, -0.12], [1.64, 1.22, -0.45], [1.86, -0.41, -0.01]],
  "charge": 1
}

Run 2
{
  "formula": "C5H8N",
  "method": "ωB97M-V/def2-TZVPD",
  "symbols": ["N", "C", "C", "C", "C", "C", "H", "H", "H", "H", "H", "H", "H", "H"],
  "xyz": [[0.07, -0.61, 0.14], [1.29, 0.10, 0.15], [-2.07, 0.42, 0.04], [1.73, 1.34, -0.08], [1.38, -1.27, -0.05], [-1.21, -0.68, 0.12], [-1.44, -1.74, 0.05], [1.04, 2.16, 0.12], [-3.17, 0.23, 0.43], [-1.78, 1.40, 0.54], [2.87, 1.57, 0.00], [-2.05, 0.70, -1.01], [1.77, -1.98, 0.65], [1.56, -1.63, -1.10]],
  "smiles": "C=C1C/[N+]1=C/C",
  "charge": 1
}

Which of them is the most stable? Correct choice: run 2.

Run 1
{
  "formula": "C5H8N",
  "method": "ωB97M-V/def2-TZVPD",
  "symbols": ["N", "C", "C", "C", "C", "C", "H", "H", "H", "H", "H", "H", "H", "H"],
  "xyz": [[-0.51, 0.20, -0.74], [-0.77, -1.05, 0.05], [1.35, 0.37, 1.09], [-0.93, -1.07, -1.45], [-1.37, 0.23, 0.40], [0.62, -0.40, 0.05], [0.72, 1.60, 1.09], [0.67, 2.52, 0.89], [-0.33, -1.46, -2.29], [2.40, 0.71, 1.02], [-2.45, 0.38, 0.12], [1.17, 0.04, 2.12], [-1.97, -1.23, -1.73], [1.41, -0.85, -0.61]],
  "charge": 1
}

Run 2
{
  "formula": "C5H8N",
  "method": "ωB97M-V/def2-TZVPD",
  "symbols": ["N", "C", "C", "C", "C", "C", "H", "H", "H", "H", "H", "H", "H", "H"],
  "xyz": [[1.59, -0.86, 0.08], [1.01, -0.37, -0.81], [2.56, -1.72, 0.66], [-1.96, 1.80, 0.64], [-3.23, 1.71, 0.52], [0.37, 0.39, -1.67], [2.37, -1.60, 1.78], [-0.48, 0.10, -2.20], [-3.63, 1.45, -0.38], [2.43, -2.80, 0.37], [-1.01, 2.03, 0.78], [3.57, -1.37, 0.46], [0.83, 1.35, -1.96], [-4.06, 2.06, 1.19]],
  "charge": 1
}

Run 3
{
  "formula": "C5H8N",
  "method": "ωB97M-V/def2-TZVPD",
  "symbols": ["N", "C", "C", "C", "C", "C", "H", "H", "H", "H", "H", "H", "H", "H"],
  "xyz": [[-0.04, -0.85, -0.58], [-1.25, -1.15, 0.08], [-1.34, -0.02, 1.06], [1.69, 0.85, -0.73], [-0.26, 0.75, 0.93], [0.53, 0.28, -0.13], [1.98, 1.89, -0.41], [2.46, 0.15, -0.21], [1.70, 0.61, -1.80], [-1.61, -1.96, 0.71], [-0.02, 1.58, 1.54], [-2.09, 0.05, 1.71], [-2.06, -1.06, -0.67], [0.33, -1.13, -1.51]],
  "smiles": "CC1=[NH+]CC=C1",
  "charge": 1
}

Run 4
{
  "formula": "C5H8N",
  "method": "ωB97M-V/def2-TZVPD",
  "symbols": ["N", "C", "C", "C", "C", "C", "H", "H", "H", "H", "H", "H", "H", "H"],
  "xyz": [[0.24, -0.62, 0.30], [-0.87, -0.08, -0.46], [3.66, 0.64, -0.19], [-0.84, -1.53, 0.00], [2.91, -0.22, 0.19], [-1.66, 0.98, 0.20], [0.75, -0.36, 1.16], [-1.67, -1.92, 0.64], [-0.67, -2.33, -0.86], [-0.80, 0.17, -1.60], [-0.94, 1.81, 0.54], [-2.32, 0.72, 1.03], [4.44, 1.38, -0.37], [-2.22, 1.37, -0.58]],
  "charge": 1
}

Which of them is the most stable? Correct choice: run 3.